# 1
Entry from the Open Molecules 2025 dataset: C51H32Cl4N6STi as an isolated structure in a non-equilibrium geometry (the ωB97M-V functional and the def2-TZVPD basis).

Last column: Mulliken spin population.
Cartesian coordinates (Å):
Ti  -0.39  0.38  0.40  0.865
Cl  -6.83  -3.35  6.10  0.000
C  -5.59  -2.63  5.15  0.000
C  -4.88  -3.40  4.24  0.000
C  -3.89  -2.82  3.47  0.000
C  -3.60  -1.46  3.59  -0.001
C  -4.32  -0.71  4.52  -0.002
C  -5.30  -1.28  5.30  0.000
C  -2.60  -0.82  2.71  -0.014
C  -3.08  0.05  1.72  0.018
C  -4.45  0.45  1.61  0.012
C  -4.48  1.50  0.74  -0.005
C  -3.14  1.70  0.29  0.022
C  -2.78  2.64  -0.68  -0.017
C  -3.74  3.73  -0.93  -0.001
C  -4.51  3.83  -2.08  -0.001
C  -5.42  4.86  -2.22  0.000
C  -5.55  5.81  -1.22  0.000
Cl  -6.65  7.12  -1.41  0.000
C  -4.79  5.72  -0.06  0.000
C  -3.90  4.68  0.08  0.000
C  -1.56  2.59  -1.35  0.047
N  -0.54  1.69  -1.10  -0.044
C  0.42  1.95  -2.04  -0.012
C  1.67  1.33  -2.14  0.028
C  2.37  1.52  -3.42  -0.001
C  1.68  1.23  -4.59  0.003
C  2.23  1.42  -5.84  -0.001
C  3.51  1.93  -5.95  0.001
Cl  4.20  2.19  -7.51  0.000
C  4.22  2.26  -4.80  0.000
C  3.66  2.05  -3.55  0.001
C  2.22  0.58  -1.09  -0.011
C  3.53  0.01  -1.05  0.012
C  3.68  -0.56  0.18  -0.009
C  2.47  -0.37  0.89  0.007
N  1.57  0.33  0.11  0.009
C  2.20  -0.91  2.16  -0.011
C  0.94  -0.94  2.74  0.025
C  0.64  -1.54  4.01  0.006
C  -0.70  -1.61  4.12  0.021
C  -1.25  -1.00  2.94  0.032
N  -0.23  -0.56  2.12  -0.033
C  3.28  -1.65  2.85  -0.003
C  3.16  -3.04  2.98  0.001
C  4.15  -3.78  3.60  -0.001
C  5.27  -3.14  4.11  0.000
Cl  6.52  -4.07  4.86  0.000
C  5.39  -1.76  4.01  0.000
C  4.41  -1.03  3.38  0.001
C  -0.01  3.01  -2.90  0.023
C  -1.22  3.43  -2.46  0.000
N  -2.30  0.79  0.87  0.005
H  -5.11  -4.45  4.13  0.000
H  -3.34  -3.42  2.76  0.000
H  -4.09  0.34  4.63  0.000
H  -5.85  -0.70  6.02  0.000
H  -5.27  0.01  2.13  0.000
H  -5.32  2.08  0.43  0.000
H  -4.41  3.09  -2.86  0.000
H  -6.03  4.94  -3.11  0.000
H  -4.90  6.46  0.72  0.000
H  -3.30  4.60  0.98  0.000
H  0.66  0.87  -4.53  0.002
H  1.66  1.20  -6.73  0.000
H  5.20  2.71  -4.89  0.000
H  4.21  2.33  -2.66  0.000
H  4.23  0.03  -1.86  0.000
H  4.54  -1.09  0.55  -0.001
H  1.39  -1.84  4.72  0.004
H  -1.28  -1.99  4.94  0.004
H  2.28  -3.53  2.59  0.002
H  4.04  -4.85  3.70  0.000
H  6.25  -1.27  4.44  0.000
H  4.50  0.04  3.32  0.000
H  0.57  3.44  -3.70  0.005
H  -1.84  4.22  -2.83  0.004
N  -1.03  -0.56  -2.94  0.001
C  -0.19  -1.36  -2.26  0.025
S  -0.73  -1.82  -0.69  -0.023
N  0.91  -1.78  -2.87  0.001
C  2.07  -2.44  -2.41  -0.002
C  3.16  -2.46  -3.28  0.000
C  4.36  -3.02  -2.88  0.000
C  4.49  -3.56  -1.61  0.000
C  3.40  -3.56  -0.76  0.000
C  2.19  -3.03  -1.15  0.002
H  -1.88  -0.26  -2.48  0.003
H  -0.82  -0.17  -3.85  -0.001
H  1.04  -1.43  -3.82  0.001
H  3.07  -2.04  -4.27  0.000
H  5.20  -3.03  -3.56  0.000
H  5.43  -3.98  -1.29  0.000
H  3.50  -3.98  0.23  0.000
H  1.35  -3.06  -0.47  0.001

Properties
Max |F|   1.80 eV/Å
Expectation value of S²   0.76
Highest occupied orbital energy (spin up / spin down)   -9.82 / -9.79 eV
Frontier orbital gap (spin up / spin down)   5.72 / 5.56 eV
Net charge   +1
Multiplicity   2

=====

# 2
Entry from the Open Molecules 2025 dataset: C23H18Cl2N5O3ReS3 as an isolated structure in a non-equilibrium geometry (the ωB97M-V functional and the def2-TZVPD basis).

Last column: natural (NBO) charge in e.
Cartesian coordinates (Å):
Re  0.41  -0.14  0.01  1.672
N  -4.08  -1.12  -1.06  -0.769
C  -2.92  -1.40  -0.46  0.332
S  -2.19  -2.94  -1.02  0.057
N  -2.46  -0.63  0.45  -0.418
N  -1.27  -0.71  1.07  -0.290
C  -1.29  -0.93  2.36  0.128
C  -0.19  -0.87  3.26  -0.208
C  -0.48  -0.92  4.64  -0.144
C  0.51  -0.83  5.59  -0.230
C  1.85  -0.76  5.18  -0.153
C  2.17  -0.74  3.85  -0.258
C  1.18  -0.77  2.85  0.365
O  1.54  -0.69  1.61  -0.627
H  -4.48  -1.80  -1.69  0.422
H  -4.64  -0.34  -0.77  0.410
H  -2.25  -1.16  2.80  0.218
H  -1.51  -1.03  4.95  0.220
H  0.26  -0.84  6.64  0.231
H  2.63  -0.72  5.93  0.230
H  3.20  -0.71  3.53  0.230
C  -1.61  2.21  1.98  -0.687
C  -0.25  2.58  1.55  0.157
N  0.55  1.85  0.82  -0.495
C  1.74  2.49  0.55  0.113
C  1.86  3.72  1.12  -0.395
S  0.43  4.10  1.99  0.547
C  2.68  1.80  -0.32  0.107
C  3.92  2.19  -0.74  -0.401
S  4.58  1.00  -1.79  0.537
C  3.16  0.04  -1.61  0.154
N  2.27  0.59  -0.83  -0.508
C  2.98  -1.26  -2.29  -0.679
H  -2.13  1.66  1.19  0.272
H  -2.18  3.10  2.23  0.249
H  -1.57  1.57  2.87  0.252
H  2.68  4.41  1.08  0.261
H  4.46  3.08  -0.50  0.261
H  3.92  -1.61  -2.71  0.244
H  2.25  -1.16  -3.09  0.257
H  2.59  -1.99  -1.58  0.270
Cl  -2.38  -1.59  -6.63  0.037
C  -1.92  -0.95  -5.10  -0.075
C  -2.06  0.41  -4.84  -0.234
C  -1.66  0.90  -3.62  -0.067
Cl  -1.82  2.58  -3.26  0.029
C  -1.09  0.08  -2.61  0.283
O  -0.67  0.63  -1.53  -0.672
C  -1.01  -1.32  -2.89  -0.167
C  -0.53  -2.30  -1.86  0.109
O  0.32  -1.94  -0.93  -0.704
C  -1.42  -1.80  -4.13  -0.153
H  -2.48  1.06  -5.59  0.249
H  -0.25  -3.25  -2.33  0.205
H  -1.36  -2.86  -4.33  0.224

Properties
Max |F|   3.85 eV/Å
Expectation value of S²   0.76
Highest occupied orbital energy (spin up / spin down)   -10.29 / -10.41 eV
Frontier orbital gap (spin up / spin down)   5.54 / 6.06 eV
Net charge   +1
Multiplicity   2

=====

# 3
Entry from the Open Molecules 2025 dataset: C18H20N2O3Rh as an isolated structure in a non-equilibrium geometry (the ωB97M-V functional and the def2-TZVPD basis).

Last column: natural (NBO) charge in e.
Cartesian coordinates (Å):
Rh  -1.20  0.42  -0.25  0.989
O  -1.62  2.27  -0.77  -0.626
C  -0.53  2.90  -1.06  0.344
C  -0.44  4.31  -1.06  -0.264
C  0.78  4.90  -1.25  -0.158
C  1.94  4.12  -1.46  -0.211
C  1.88  2.74  -1.50  -0.203
C  0.64  2.12  -1.34  -0.072
C  0.37  0.67  -1.41  -0.186
N  1.52  -0.13  -1.17  -0.035
N  1.45  -1.33  -0.89  -0.163
C  0.25  -2.05  -0.69  0.634
O  -0.73  -1.57  -0.09  -0.602
C  0.29  -3.43  -1.12  -0.147
C  1.47  -4.01  -1.61  -0.137
C  1.45  -5.32  -2.06  -0.219
C  0.27  -6.05  -2.01  -0.127
C  -0.90  -5.48  -1.52  -0.216
C  -0.90  -4.18  -1.08  -0.141
H  -1.34  4.89  -0.87  0.238
H  0.86  5.98  -1.24  0.231
H  2.88  4.62  -1.60  0.230
H  2.76  2.15  -1.67  0.236
H  -0.13  0.37  -2.35  0.236
H  2.38  -3.44  -1.62  0.243
H  2.36  -5.77  -2.43  0.236
H  0.26  -7.08  -2.36  0.233
H  -1.82  -6.06  -1.49  0.235
H  -1.80  -3.72  -0.71  0.232
C  -2.78  1.92  2.98  -0.642
C  -2.21  0.67  2.34  -0.057
O  -0.88  0.91  1.83  -0.548
C  0.19  0.68  2.76  -0.059
C  1.47  1.22  2.16  -0.635
H  -3.81  1.74  3.28  0.238
H  -2.75  2.74  2.27  0.232
H  -2.21  2.19  3.87  0.222
H  -2.82  0.37  1.47  0.172
H  -2.18  -0.19  3.02  0.202
H  0.26  -0.40  2.96  0.186
H  -0.06  1.20  3.68  0.198
H  1.78  0.65  1.28  0.211
H  2.27  1.16  2.90  0.241
H  1.34  2.27  1.88  0.230

Properties
Max |F|   1.35 eV/Å
Highest occupied orbital energy (spin up / spin down)   -11.15 / -11.15 eV
Frontier orbital gap (spin up / spin down)   5.83 / 5.85 eV
Net charge   +1

=====

# 4
Entry from the Open Molecules 2025 dataset: C25H16BaF3I2O2S3Sb2 as an isolated structure (the ωB97M-V functional and the def2-TZVPD basis).

Last column: natural (NBO) charge in e.
Cartesian coordinates (Å):
Ba  -0.17  0.89  3.79  1.768
S  -2.23  -3.62  6.35  -0.822
Sb  -2.30  -1.36  5.98  1.060
S  -0.38  -0.17  6.64  -1.043
S  -2.71  -0.76  3.72  -1.051
F  1.41  1.50  -5.81  -0.347
C  0.95  1.26  -4.56  0.387
C  -0.29  1.73  -4.20  -0.303
C  -0.75  1.47  -2.91  -0.237
C  0.02  0.74  -2.00  -0.279
C  1.28  0.30  -2.40  -0.236
C  1.75  0.54  -3.69  -0.298
Sb  -0.70  0.30  -0.02  1.178
C  -2.66  1.15  -0.34  -0.389
C  -2.89  2.42  0.17  -0.208
C  -4.12  3.05  0.03  -0.290
C  -5.12  2.37  -0.64  0.390
F  -6.33  2.97  -0.79  -0.346
C  -4.94  1.10  -1.15  -0.299
C  -3.70  0.50  -1.00  -0.205
C  -1.27  -1.71  -0.48  -0.366
C  -1.29  -2.23  -1.77  -0.215
C  -1.69  -3.54  -2.02  -0.306
C  -2.06  -4.32  -0.94  0.390
F  -2.44  -5.60  -1.18  -0.346
C  -2.05  -3.85  0.35  -0.287
C  -1.65  -2.54  0.57  -0.184
H  -0.88  2.29  -4.91  0.217
H  -1.73  1.83  -2.62  0.226
H  1.89  -0.26  -1.70  0.261
H  2.72  0.20  -4.01  0.219
H  -2.10  2.95  0.71  0.246
H  -4.30  4.03  0.44  0.226
H  -5.76  0.61  -1.65  0.217
H  -3.55  -0.50  -1.39  0.221
H  -0.99  -1.61  -2.61  0.216
H  -1.70  -3.95  -3.02  0.214
H  -2.35  -4.49  1.17  0.235
H  -1.65  -2.17  1.59  0.251
I  8.52  1.44  2.08  0.083
C  6.52  0.84  1.87  -0.138
C  5.57  1.32  2.76  -0.262
C  4.25  0.91  2.61  -0.148
C  3.88  0.04  1.60  -0.137
C  4.85  -0.41  0.71  -0.159
C  6.17  -0.03  0.84  -0.269
C  2.43  -0.41  1.42  0.790
O  2.13  -0.95  0.35  -0.727
O  1.67  -0.19  2.41  -0.871
H  5.85  2.01  3.54  0.220
H  3.49  1.27  3.30  0.230
H  4.54  -1.08  -0.08  0.236
H  6.93  -0.39  0.16  0.214
I  -0.04  4.14  2.74  -0.928

Properties
Max |F|   0.19 eV/Å
Expectation value of S²   0.76
Highest occupied orbital energy (spin up / spin down)   -2.06 / -2.94 eV
Frontier orbital gap (spin up / spin down)   5.16 / 6.03 eV
Net charge   -2
Multiplicity   2

=====

# 5
Entry from the Open Molecules 2025 dataset: C32H42N4OTi as an isolated structure in a non-equilibrium geometry (the ωB97M-V functional and the def2-TZVPD basis).

Last column: Mulliken spin population.
Cartesian coordinates (Å):
Ti  0.02  -0.65  0.14  1.717
N  0.53  -3.86  3.33  -0.004
N  -0.49  -1.99  -1.58  0.016
C  0.68  1.71  -0.46  -0.156
C  1.76  0.80  -0.12  0.199
C  1.78  0.70  1.33  0.010
C  2.75  -0.07  2.14  -0.019
H  3.63  -0.32  1.55  0.004
H  2.22  -1.15  2.46  0.008
H  2.99  0.41  3.09  -0.005
C  0.74  1.53  1.85  -0.028
C  0.50  1.87  3.27  -0.005
H  0.61  2.96  3.45  0.004
H  1.22  1.35  3.92  -0.002
H  -0.53  1.60  3.57  0.001
C  0.03  2.09  0.76  0.071
C  -1.12  3.02  0.87  -0.013
H  -1.85  2.64  1.60  0.003
H  -1.63  3.13  -0.09  -0.005
H  -0.81  4.03  1.20  0.000
C  2.86  0.37  -1.03  0.046
H  3.78  0.97  -0.91  0.003
H  2.56  0.46  -2.08  -0.012
H  3.13  -0.67  -0.84  0.011
C  0.53  2.43  -1.75  0.009
H  -0.52  2.72  -1.91  -0.001
H  0.83  1.80  -2.59  0.005
H  1.12  3.36  -1.82  0.001
C  -0.41  -4.61  3.87  0.006
H  -0.21  -4.89  4.91  0.001
C  -1.57  -5.02  3.16  -0.008
H  -2.27  -5.71  3.66  -0.002
C  -1.74  -4.53  1.84  0.015
H  -2.62  -4.91  1.27  0.001
C  -0.83  -3.58  1.33  -0.004
H  -0.93  -3.25  0.27  -0.002
C  0.21  -3.09  2.26  -0.058
C  1.37  -2.18  2.25  0.095
H  1.81  -2.49  1.22  -0.018
C  -0.67  -0.81  -2.12  0.019
C  0.17  -2.84  -2.47  0.051
H  0.69  -3.73  -2.12  0.001
C  -0.01  -2.30  -3.70  -0.011
H  0.12  -2.73  -4.70  0.003
N  -0.61  -1.04  -3.48  -0.004
C  -0.73  0.05  -4.24  0.016
C  0.36  0.35  -5.06  -0.018
C  0.16  1.48  -5.85  -0.002
H  0.90  1.71  -6.60  0.001
C  -0.99  2.25  -5.65  0.000
C  -1.22  3.40  -6.56  0.000
H  -1.79  4.17  -6.04  0.000
H  -1.80  3.07  -7.44  0.000
H  -0.26  3.78  -6.90  0.000
C  -1.96  1.99  -4.66  0.002
H  -2.85  2.60  -4.53  0.001
C  -1.79  0.88  -3.84  0.007
C  -2.69  0.54  -2.69  0.011
H  -2.93  -0.53  -2.59  0.001
H  -3.65  1.05  -2.85  0.001
H  -2.34  0.89  -1.70  0.017
C  1.62  -0.46  -5.05  0.009
H  1.47  -1.51  -5.33  -0.002
H  2.17  -0.46  -4.10  0.000
H  2.30  -0.03  -5.80  0.000
C  -2.87  -1.46  4.80  0.000
N  -1.88  -1.13  3.75  0.023
C  -0.52  -0.94  4.25  -0.008
C  -2.26  -0.83  2.49  -0.008
C  -3.69  -1.07  2.12  -0.002
O  -1.44  -0.43  1.57  0.018
H  -2.35  -1.47  5.77  0.000
H  -3.32  -2.46  4.66  0.001
H  -3.67  -0.71  4.86  0.000
H  0.22  -1.09  3.45  -0.013
H  -0.40  0.06  4.69  0.000
H  -0.31  -1.67  5.03  0.000
H  -4.11  -0.12  1.78  0.001
H  -3.73  -1.80  1.29  0.000
H  -4.32  -1.46  2.93  0.000

Properties
Max |F|   6.39 eV/Å
Expectation value of S²   2.01
Highest occupied orbital energy (spin up / spin down)   1.59 / 1.56 eV
Frontier orbital gap (spin up / spin down)   2.74 / 2.77 eV
Net charge   -2
Multiplicity   3

=====

# 6
Entry from the Open Molecules 2025 dataset: C5H8N as an isolated structure in a non-equilibrium geometry (the ωB97M-V functional and the def2-TZVPD basis).

Last column: natural (NBO) charge in e.
Cartesian coordinates (Å):
C  1.30  -0.60  0.53  0.298
C  2.21  0.51  -0.18  -0.429
C  0.81  0.98  -0.57  -0.241
C  -2.60  -1.30  0.37  -0.287
C  -3.28  -0.31  0.39  -0.163
N  0.24  -0.15  -0.01  -0.394
H  1.61  -1.43  1.06  0.238
H  0.29  1.84  -0.19  0.243
H  0.77  1.20  -1.65  0.244
H  2.71  1.17  0.49  0.265
H  2.66  0.10  -1.05  0.265
H  -1.87  -2.01  0.38  0.220
H  -4.07  0.38  0.52  0.263
H  -0.79  -0.39  -0.09  0.477

Properties
Max |F|   4.52 eV/Å
Highest occupied orbital energy   -14.85 eV
Frontier orbital gap   9.97 eV
Net charge   +1